one:
A molecular structure, F6KN3NaO12S6, computed with ωB97M-V with the def2-TZVPD basis set.

CARTESIAN COORDINATES (ANGSTROEM)
1 Na -0.450 2.658 -1.167
2 K -0.302 0.012 0.085
3 N 0.529 -5.075 1.492
4 S -0.632 -4.137 0.584
5 O -0.901 -4.541 -0.744
6 O -0.759 -2.721 0.829
7 F -1.966 -4.767 1.352
8 S 1.354 -3.840 1.891
9 O 0.777 -3.015 3.009
10 O 2.257 -3.209 0.925
11 F 2.424 -4.749 2.704
12 N 1.328 1.168 -1.909
13 S 1.449 0.402 -3.454
14 O 2.642 -0.043 -4.172
15 O 0.389 0.985 -4.281
16 F 0.730 -0.997 -3.137
17 S 2.821 1.608 -1.980
18 O 3.164 2.547 -3.038
19 O 3.827 0.777 -1.392
20 F 2.783 2.652 -0.694
21 N -1.729 2.225 0.677
22 S -1.577 3.297 2.069
23 O -1.126 2.850 3.407
24 O -2.387 4.452 2.114
25 F -0.156 3.980 1.532
26 S -3.315 2.078 0.914
27 O -4.016 3.097 0.161
28 O -3.760 1.521 2.210
29 F -3.399 0.783 0.010

## Properties
Orbital gap: 8.12 eV
Charge: -1

two:
A molecular structure, F6KN3NaO12S6, computed with ωB97M-V with the def2-TZVPD basis set.

CARTESIAN COORDINATES (ANGSTROEM)
1 Na 1.891 4.316 0.770
2 K 0.099 0.557 -1.577
3 N 2.973 4.013 -3.566
4 S 4.331 3.225 -4.329
5 O 5.566 3.973 -4.193
6 O 4.122 2.309 -5.451
7 F 4.559 2.174 -3.144
8 S 2.768 4.916 -4.737
9 O 2.071 4.337 -5.874
10 O 3.592 6.124 -4.877
11 F 1.473 5.634 -3.991
12 N -4.189 -5.298 1.057
13 S -2.625 -5.639 0.386
14 O -1.821 -4.499 -0.053
15 O -2.525 -6.885 -0.342
16 F -1.983 -6.054 1.818
17 S -4.858 -4.767 -0.173
18 O -5.443 -5.745 -1.103
19 O -4.401 -3.564 -0.838
20 F -6.228 -4.243 0.656
21 N 0.398 0.965 3.488
22 S -1.070 0.770 4.423
23 O -1.440 1.694 5.514
24 O -1.664 -0.528 4.350
25 F -1.828 1.601 3.249
26 S 1.199 0.287 4.544
27 O 1.107 -1.176 4.561
28 O 1.431 1.007 5.772
29 F 2.496 0.493 3.663

## Properties
Orbital gap: 4.13 eV
Charge: -1

Which of them is most stable, and which least? Most stable: one; least stable: two.

one:
2 unconnected molecules or ions with the total composition C6H5N3O2, computed with ωB97M-V with the def2-TZVPD basis set.

CARTESIAN COORDINATES (ANGSTROEM)
1 C -1.799 -0.556 0.009
2 C 0.406 -0.923 -0.153
3 C 2.621 -0.624 0.309
4 C 2.556 0.754 -0.125
5 C 1.396 1.432 -0.417
6 C 0.304 0.538 -0.140
7 H -2.520 1.965 -0.539
8 H -1.082 -2.577 0.227
9 H 3.640 -0.778 0.913
10 H 3.521 1.311 -0.303
11 H 1.133 2.603 -0.483
12 N -0.968 0.792 -0.088
13 N -0.773 -1.494 -0.170
14 N 1.578 -1.588 0.176
15 O -1.557 2.000 0.568
16 O -3.000 -0.778 -0.086

## Properties
Orbital gap: 6.86 eV
Charge: 0

two:
C6H5N3O2 in the gas phase, computed with ωB97M-V with the def2-TZVPD basis set.

CARTESIAN COORDINATES (ANGSTROEM)
1 C 0.734 -0.190 -1.014
2 C -0.086 0.679 -0.274
3 C -0.682 0.143 0.851
4 C -1.614 0.835 1.674
5 N -2.226 1.954 1.514
6 C -1.937 2.534 0.328
7 C -0.689 1.840 -0.766
8 N -0.845 2.492 -1.851
9 O -1.777 3.368 -1.783
10 N -2.405 3.435 -0.439
11 O -3.309 4.278 -0.405
12 H 0.145 -0.978 -1.403
13 H 1.246 0.201 -1.825
14 H 1.442 -0.765 -0.334
15 H -0.290 -0.771 1.099
16 H -1.766 0.391 2.599

## Properties
Orbital gap (alpha / beta): 7.56 / 7.56 eV
SMILES: Cc1ccnc2c1no[n+]2[O-]
Charge: 0

Which of them is most stable, and which least? Most stable: one; least stable: two.

one:
C3H5ClS2 in the gas phase, computed with ωB97M-V with the def2-TZVPD basis set.

CARTESIAN COORDINATES (ANGSTROEM)
1 S -0.518 -1.791 -1.234
2 C 0.284 -0.522 -0.205
3 C -0.207 0.078 1.063
4 Cl -1.619 -0.507 1.792
5 C -0.286 0.898 -0.202
6 S 0.891 2.254 -0.418
7 H -0.851 -2.795 -0.318
8 H 1.344 -0.577 -0.220
9 H 0.580 0.354 1.817
10 H -1.301 1.152 -0.576
11 H 1.683 1.457 -1.500

## Properties
Orbital gap: 9.65 eV
SMILES: S[C@@H]1C(Cl)[C@H]1S
Charge: 0

two:
C3H5ClS2 in the gas phase, computed with ωB97M-V with the def2-TZVPD basis set.

CARTESIAN COORDINATES (ANGSTROEM)
1 S 1.053 2.087 -0.872
2 C 0.330 0.773 -0.152
3 C 0.432 0.335 1.138
4 S 0.995 -1.443 1.103
5 C -0.413 -0.026 -1.183
6 Cl -1.881 -0.921 -0.622
7 H -0.591 0.160 1.678
8 H 1.009 0.843 1.877
9 H -0.323 -1.829 0.586
10 H -0.761 0.789 -1.920
11 H 0.149 -0.768 -1.635

## Properties
Orbital gap: 8.17 eV
SMILES: S=C(CS)CCl
Charge: 0

Which of them is most stable, and which least? Most stable: two; least stable: one.

one:
C4H8ClN3 in the gas phase, computed with ωB97M-V with the def2-TZVPD basis set.

CARTESIAN COORDINATES (ANGSTROEM)
1 C 0.982 1.908 2.262
2 N 0.630 1.082 1.049
3 C 0.830 -0.185 1.114
4 C 0.165 -1.100 0.183
5 Cl 0.276 -2.861 0.441
6 C -0.531 -0.639 -0.818
7 N -1.098 -1.345 -1.848
8 N -1.251 -0.659 -3.064
9 H 1.384 3.015 1.917
10 H 0.076 2.134 2.997
11 H 1.758 1.355 2.832
12 H 1.385 -0.595 1.949
13 H -0.689 0.431 -0.858
14 H -1.052 -2.388 -1.855
15 H -2.263 -0.238 -2.990
16 H -0.599 0.084 -3.312

## Properties
Orbital gap: 8.84 eV
SMILES: C/N=C/C(Cl)=C/NN
Charge: 0

two:
3 unconnected molecules or ions with the total composition C4H8ClN3, computed with ωB97M-V with the def2-TZVPD basis set.

CARTESIAN COORDINATES (ANGSTROEM)
1 C 2.092 1.480 -0.401
2 C 0.083 0.278 -0.960
3 C -1.128 -0.163 -0.619
4 C -1.659 -0.814 0.472
5 H 2.045 2.329 -1.577
6 H 3.229 0.851 -0.541
7 H 1.954 2.095 0.902
8 H 1.181 -0.111 0.709
9 H 0.256 0.662 -1.932
10 H 0.177 -1.985 0.420
11 H -0.986 -2.394 1.628
12 H -2.843 -0.714 1.955
13 N 1.344 0.200 -0.297
14 N -0.552 -1.524 1.124
15 N -2.760 -0.375 0.985
16 Cl -2.433 0.185 -1.868

## Properties
Orbital gap: 8.86 eV
Charge: 0

Which of them is most stable, and which least? Most stable: one; least stable: two.

one:
3 unconnected molecules or ions with the total composition C4H5N2O3, computed with ωB97M-V with the def2-TZVPD basis set.

CARTESIAN COORDINATES (ANGSTROEM)
1 C 0.415 1.582 0.811
2 C 2.958 -0.614 -0.543
3 C -1.416 1.274 -0.795
4 C -1.011 -2.643 1.058
5 N -0.818 -1.666 0.566
6 N -0.372 0.876 0.223
7 O 1.194 2.173 1.364
8 O 3.952 -0.767 -1.090
9 O 1.943 -0.399 -0.059
10 H -1.225 0.788 -1.754
11 H -1.544 2.373 -0.893
12 H -1.214 -3.648 1.211
13 H -0.522 -0.135 0.530
14 H -2.339 0.808 -0.629

## Properties
Orbital gap: 12.38 eV
Charge: +1

two:
A gas-phase ion, C4H5N2O3 (charge +1), computed with ωB97M-V with the def2-TZVPD basis set.

CARTESIAN COORDINATES (ANGSTROEM)
1 O -3.301 -0.166 -0.186
2 N -2.173 -0.452 -0.033
3 O -1.560 -1.494 -0.241
4 C -1.352 0.651 0.692
5 N -0.048 1.009 -0.033
6 O 0.162 2.181 -0.334
7 C 0.900 0.099 -0.225
8 C 1.353 -1.186 -0.180
9 C 2.342 -0.198 -0.652
10 H -1.866 1.720 0.743
11 H -1.217 0.214 1.875
12 H 0.857 -2.108 0.217
13 H 3.150 0.076 0.048
14 H 2.752 -0.347 -1.691

## Properties
Orbital gap (alpha / beta): 7.87 / 8.30 eV
SMILES: O=[N+]([O-])C[N+](=O)C1=CC1
Charge: +1

Which of them is most stable, and which least? Most stable: one; least stable: two.